Record 1
Formula: C2H2OS
Source: OMol25
Level of theory: the ωB97M-V functional and the def2-TZVPD basis

Geometry as XYZ:
```
6
C2H2OS | OMol25 | the ωB97M-V functional and the def2-TZVPD basis
C 0.620 -0.935 0.114
C 0.079 -0.106 0.783
O 1.032 -2.014 -0.577
S -0.086 1.497 2.007
H 0.710 -2.271 -1.483
H 0.236 0.687 3.034
```

Summary:
ΔE to the lowest compared entry with this formula, charge and spin = 58.3 kcal/mol
orbital gap = 0.3462 Eh
structure (SMILES) = OC#CS
charge = 0
molecular weight = 74.10 u
max |F| = 0.1014 Eh/bohr



Record 2
Formula: H3O4PSi
Source: OMol25
Level of theory: the ωB97M-V functional and the def2-TZVPD basis

Geometry as XYZ:
```
9
H3O4PSi | OMol25 | the ωB97M-V functional and the def2-TZVPD basis
O 2.576 -0.453 -1.092
O 2.712 -0.132 1.434
O 2.599 1.844 -0.092
O -0.564 -0.087 0.639
Si -1.965 -0.385 -0.034
P 2.571 0.397 0.101
H -3.382 0.917 -0.003
H -1.788 -0.595 -1.590
H -2.760 -1.505 0.637
```

Summary:
ΔE to the lowest compared entry with this formula, charge and spin = 18.6 kcal/mol
orbital gap = 0.2978 Eh
charge = -2
molecular weight = 126.08 u
max |F| = 0.0588 Eh/bohr



Record 3
Formula: C21H49F6N7O7P
Source: OMol25
Level of theory: the ωB97M-V functional and the def2-TZVPD basis

Geometry as XYZ:
```
91
C21H49F6N7O7P | OMol25 | the ωB97M-V functional and the def2-TZVPD basis
P -1.006 0.175 0.148
F -1.135 -0.816 -1.133
F -0.776 -1.101 1.285
F 0.565 0.438 -0.156
F -0.817 1.212 1.354
F -1.341 1.479 -0.830
F -2.594 0.135 0.388
C 1.679 5.781 -2.774
O 1.018 6.664 -2.218
N 1.884 4.518 -2.255
C 3.048 3.733 -2.794
C 1.260 4.022 -1.061
H 2.184 5.978 -3.732
H 2.686 2.712 -2.917
H 3.890 3.782 -2.103
H 3.398 4.041 -3.779
H 1.051 2.955 -0.986
H 1.987 4.424 -0.356
H 0.303 4.531 -0.943
C -2.087 -1.772 4.033
O -2.111 -2.950 3.503
N -2.181 -1.590 5.386
C -2.021 -0.251 6.047
C -2.556 -2.611 6.393
H -2.009 -0.811 3.503
H -1.575 0.422 5.314
H -1.452 -0.117 6.967
H -2.941 0.288 6.271
H -1.862 -2.578 7.232
H -3.589 -2.643 6.741
H -2.465 -3.608 5.963
C 2.314 0.025 -2.926
O 3.466 0.071 -2.676
N 1.781 -0.142 -4.170
C 0.377 -0.138 -4.373
C 2.661 -0.392 -5.341
H 1.569 -0.004 -2.115
H -0.310 -0.012 -3.536
H 0.017 -0.982 -4.961
H 0.214 0.740 -4.999
H 3.712 -0.295 -5.069
H 2.625 -1.305 -5.936
H 2.376 0.495 -5.906
C 1.523 -3.010 3.576
O 0.637 -3.638 3.054
N 2.296 -2.217 2.878
C 2.387 -2.160 1.319
C 3.349 -1.453 3.539
H 1.801 -3.194 4.625
H 1.438 -2.355 0.819
H 3.016 -3.009 1.051
H 2.750 -1.158 1.091
H 2.979 -1.338 4.558
H 4.246 -2.007 3.819
H 3.545 -0.485 3.077
C -6.561 3.153 -2.744
O -7.680 3.683 -2.947
N -6.423 2.093 -1.929
C -5.020 1.554 -1.718
C -7.507 1.668 -0.988
H -5.653 3.495 -3.265
H -5.094 0.479 -1.888
H -4.538 1.689 -0.750
H -4.361 1.927 -2.502
H -7.705 0.598 -0.914
H -7.257 1.997 0.021
H -8.475 2.150 -1.121
C 5.138 2.849 1.978
O 6.416 2.833 1.823
N 4.354 2.004 1.269
C 4.976 0.747 0.664
C 2.922 1.924 1.319
H 4.598 3.595 2.581
H 4.768 -0.176 1.205
H 6.056 0.724 0.517
H 4.422 0.472 -0.234
H 2.495 2.008 0.320
H 2.529 0.955 1.628
H 2.350 2.699 1.830
C -1.692 -3.989 -0.046
O -1.256 -4.579 1.024
N -1.289 -4.350 -1.284
C -1.834 -3.632 -2.469
C -0.547 -5.571 -1.649
H -2.322 -3.087 -0.013
H -2.403 -2.715 -2.312
H -2.413 -4.396 -2.988
H -1.055 -3.500 -3.220
H -1.263 -6.364 -1.865
H 0.184 -5.394 -2.438
H -0.063 -6.018 -0.781
```

Summary:
orbital gap (alpha / beta) = 0.2939 / 0.1260 Eh
2S+1 = 2
charge = 0
molecular weight = 656.63 u
max |F| = 0.0875 Eh/bohr



Record 4
Formula: C14H12AuF6N3O6S2
Source: OMol25
Level of theory: the ωB97M-V functional and the def2-TZVPD basis

Geometry as XYZ:
```
44
C14H12AuF6N3O6S2 | OMol25 | the ωB97M-V functional and the def2-TZVPD basis
Au 1.326 -0.607 -0.979
C 5.475 0.720 -0.829
C 3.976 0.756 -0.914
O 3.430 -0.358 -1.079
C 3.331 2.033 -0.805
C 1.999 2.378 -0.823
C 1.583 3.805 -0.667
N 1.015 1.447 -0.965
N -0.227 1.868 -0.912
C -1.136 0.838 -0.987
O -0.810 -0.364 -1.119
C -2.558 1.195 -0.896
C -2.961 2.529 -0.822
C -4.308 2.831 -0.720
C -5.245 1.807 -0.688
C -4.844 0.479 -0.754
C -3.500 0.168 -0.859
H 5.747 0.193 0.087
H 5.921 1.711 -0.819
H 5.866 0.142 -1.664
H 4.016 2.860 -0.684
H 2.457 4.450 -0.616
H 0.990 3.919 0.241
H 0.946 4.107 -1.497
H -2.219 3.313 -0.841
H -4.627 3.863 -0.660
H -6.298 2.045 -0.605
H -5.578 -0.314 -0.715
H -3.166 -0.861 -0.897
F 1.387 -2.913 3.332
C 0.184 -2.393 3.578
F -0.641 -3.370 3.946
F 0.297 -1.521 4.580
S -0.465 -1.515 2.092
O 0.671 -0.780 1.589
O -1.597 -0.790 2.569
N -0.946 -2.686 1.154
S -0.322 -3.345 -0.104
O -1.300 -3.605 -1.107
O 0.959 -2.785 -0.560
C 0.200 -5.003 0.498
F 1.115 -4.895 1.458
F -0.855 -5.655 0.977
F 0.716 -5.696 -0.516
```

Summary:
orbital gap (alpha / beta) = 0.2952 / 0.2610 Eh
2S+1 = 3
charge = 0
molecular weight = 693.35 u
max |F| = 0.0093 Eh/bohr



Record 5
Formula: C3H5NO
Source: OMol25
Level of theory: the ωB97M-V functional and the def2-TZVPD basis

Geometry as XYZ:
```
10
C3H5NO | OMol25 | the ωB97M-V functional and the def2-TZVPD basis
C 3.791 -0.565 -0.085
C 0.351 1.274 0.459
C -0.220 -0.867 -0.264
N 0.232 0.500 -0.542
O 3.388 0.388 -0.566
H 0.775 2.228 0.260
H -0.072 0.943 1.461
H -1.074 -1.302 -0.741
H 0.541 -1.596 -0.410
H -0.516 -1.021 0.854
```

Summary:
ΔE to the lowest compared entry with this formula, charge and spin = 33.8 kcal/mol
orbital gap (alpha / beta) = 0.2451 / 0.3036 Eh
2S+1 = 3
charge = 0
molecular weight = 71.08 u
max |F| = 0.1202 Eh/bohr



Record 6
Formula: C30H35FN6O3
Source: OMol25
Level of theory: the ωB97M-V functional and the def2-TZVPD basis

Geometry as XYZ:
```
75
C30H35FN6O3 | OMol25 | the ωB97M-V functional and the def2-TZVPD basis
C -2.649 6.278 -0.972
C -2.551 5.220 -2.050
O -1.452 4.366 -1.769
C -1.683 2.995 -2.032
C -2.632 2.352 -1.014
N -1.902 1.535 -0.018
C -1.471 2.297 1.072
O -2.073 2.994 1.811
O -0.073 2.089 1.249
F 0.464 3.383 1.437
H -1.643 6.610 -0.710
H -3.228 7.138 -1.315
H -3.109 5.881 -0.064
H -3.479 4.636 -2.107
H -2.403 5.677 -3.037
H -2.038 2.845 -3.059
H -0.709 2.510 -1.952
H -3.204 3.139 -0.508
H -3.349 1.691 -1.504
H -2.516 0.778 0.319
N 0.335 -1.571 -1.357
C 0.653 -0.692 -0.405
C 1.352 -1.032 0.745
C 1.741 -2.352 0.911
C 1.429 -3.276 -0.074
C 0.726 -2.833 -1.184
H 0.322 0.326 -0.570
H 1.569 -0.281 1.494
H 2.289 -2.658 1.794
H 1.739 -4.309 0.006
H 0.455 -3.527 -1.973
N -3.819 -0.604 0.863
C -4.901 -0.883 0.139
C -5.679 -2.012 0.338
C -5.314 -2.898 1.339
C -4.189 -2.618 2.098
C -3.476 -1.463 1.822
H -5.158 -0.168 -0.635
H -6.548 -2.188 -0.280
H -5.895 -3.791 1.523
H -3.864 -3.281 2.887
H -2.588 -1.213 2.393
N 3.882 -5.751 -0.223
C 4.751 -5.447 -1.184
C 6.022 -5.996 -1.268
C 6.413 -6.908 -0.302
C 5.519 -7.233 0.705
C 4.270 -6.628 0.700
H 4.413 -4.727 -1.921
H 6.686 -5.711 -2.073
H 7.397 -7.358 -0.333
H 5.779 -7.939 1.482
H 3.546 -6.859 1.473
N -1.060 1.402 -5.047
C -0.282 1.757 -6.068
C 1.001 1.269 -6.261
C 1.510 0.362 -5.343
C 0.713 -0.016 -4.275
C -0.558 0.529 -4.176
H -0.708 2.470 -6.766
H 1.585 1.596 -7.111
H 2.509 -0.038 -5.458
H 1.041 -0.717 -3.520
H -1.198 0.244 -3.347
N 3.031 3.092 6.458
C 2.038 2.703 7.254
C 0.757 2.422 6.803
C 0.490 2.551 5.449
C 1.513 2.956 4.607
C 2.759 3.213 5.160
H 2.281 2.612 8.308
H -0.010 2.111 7.500
H -0.497 2.347 5.054
H 1.347 3.069 3.545
H 3.582 3.533 4.530
```

Summary:
orbital gap = 0.3517 Eh
structure (SMILES) = CCOCCNC(=O)OF.c1ccncc1.c1ccncc1.c1ccncc1.c1ccncc1.c1ccncc1
charge = 0
molecular weight = 546.65 u
max |F| = 0.0135 Eh/bohr



Record 7
Formula: C44H78InN4O2PSb2Se2
Source: OMol25
Level of theory: the ωB97M-V functional and the def2-TZVPD basis

Geometry as XYZ:
```
134
C44H78InN4O2PSb2Se2 | OMol25 | the ωB97M-V functional and the def2-TZVPD basis
In -0.241 0.740 0.036
C -0.520 4.036 2.784
C -0.739 2.557 3.030
C -2.001 2.006 2.765
C -3.175 2.871 2.369
C -2.198 0.624 2.858
C -3.563 0.050 2.569
C -1.130 -0.211 3.198
C -1.264 -1.712 3.113
C 0.079 0.350 3.617
C 1.168 -0.562 4.129
C 0.282 1.732 3.527
C 1.601 2.296 4.015
H -0.964 4.643 3.578
H -0.971 4.331 1.837
H 0.533 4.293 2.718
H -3.970 2.794 3.115
H -3.588 2.546 1.411
H -2.915 3.921 2.286
H -3.730 -0.033 1.491
H -4.346 0.688 2.976
H -3.683 -0.937 3.008
H -1.578 -2.150 4.065
H -0.312 -2.161 2.832
H -1.990 -1.993 2.353
H 1.876 -0.042 4.769
H 1.720 -1.005 3.292
H 0.740 -1.378 4.710
H 2.452 1.753 3.600
H 1.658 2.204 5.103
H 1.729 3.347 3.779
C -3.890 -2.916 -2.236
Sb -2.433 -2.147 -0.832
C -1.604 -4.111 -0.451
C -0.918 -1.602 -2.312
C -0.706 -2.521 -3.449
C -1.512 -2.398 -4.584
C -1.287 -3.144 -5.726
C -0.236 -4.051 -5.756
C 0.552 -4.209 -4.632
C 0.331 -3.474 -3.464
C 1.225 -3.703 -2.299
Sb 2.843 -2.208 -2.070
C 2.991 -1.807 -4.192
C 4.686 -3.327 -2.030
H -4.583 -3.561 -1.697
H -3.397 -3.485 -3.022
H -4.446 -2.090 -2.678
H -1.296 -4.555 -1.398
H -2.354 -4.748 0.015
H -0.749 -4.029 0.221
H -0.012 -1.478 -1.712
H -1.218 -0.604 -2.640
H -2.316 -1.670 -4.578
H -1.922 -3.016 -6.593
H -0.033 -4.621 -6.654
H 1.366 -4.926 -4.646
H 1.785 -4.632 -2.411
H 0.722 -3.698 -1.337
H 3.384 -2.686 -4.705
H 3.638 -0.952 -4.372
H 1.998 -1.594 -4.585
H 4.712 -3.901 -2.955
H 4.711 -3.994 -1.172
H 5.541 -2.652 -2.011
O 2.565 0.621 1.749
C 3.929 0.462 2.048
C 4.698 -0.398 1.032
C 6.165 -0.278 1.523
O 7.103 -0.993 0.743
C 4.340 -1.890 1.099
Se 2.519 -2.549 0.693
C 4.713 0.142 -0.404
Se 3.074 0.319 -1.508
H 2.130 1.050 2.498
H 4.046 -0.022 3.027
H 4.418 1.447 2.100
H 6.214 -0.587 2.575
H 6.471 0.769 1.464
H 6.965 -1.937 0.871
H 4.546 -2.261 2.106
H 4.980 -2.434 0.403
H 5.394 -0.471 -0.989
H 5.112 1.159 -0.403
N -0.956 1.719 -1.740
P -0.770 3.006 -2.540
N 0.576 3.994 -2.232
C 0.789 4.337 -0.832
C 2.273 4.380 -0.485
C 3.023 5.398 -1.374
C 2.170 5.810 -2.579
C 1.510 4.578 -3.187
N -0.681 2.925 -4.250
C 0.506 2.266 -4.822
C 0.159 1.051 -5.671
C -0.788 1.427 -6.816
C -1.836 2.459 -6.352
C -1.945 2.459 -4.835
N -2.061 4.064 -2.323
C -3.157 3.673 -1.436
C -4.310 4.658 -1.564
C -3.854 6.065 -1.163
C -2.494 6.425 -1.805
C -2.088 5.405 -2.867
H 0.284 3.580 -0.224
H 0.333 5.308 -0.583
H 2.673 3.376 -0.640
H 2.393 4.629 0.572
H 3.947 4.947 -1.746
H 3.303 6.283 -0.799
H 2.793 6.296 -3.332
H 1.401 6.525 -2.276
H 2.307 3.867 -3.453
H 0.978 4.840 -4.103
H 1.175 1.956 -4.015
H 1.054 2.981 -5.449
H -0.293 0.293 -5.031
H 1.077 0.624 -6.078
H -1.279 0.524 -7.185
H -0.203 1.840 -7.641
H -2.813 2.240 -6.787
H -1.544 3.463 -6.668
H -2.214 1.449 -4.487
H -2.737 3.131 -4.503
H -2.819 3.652 -0.389
H -3.478 2.658 -1.680
H -5.137 4.338 -0.929
H -4.670 4.660 -2.596
H -3.768 6.106 -0.075
H -4.619 6.789 -1.452
H -1.717 6.450 -1.038
H -2.535 7.417 -2.259
H -1.090 5.633 -3.244
H -2.779 5.478 -3.720
```

Summary:
ΔE to the lowest compared entry with this formula, charge and spin = 25.2 kcal/mol
orbital gap = 0.2343 Eh
charge = 0
molecular weight = 1242.37 u
max |F| = 0.0241 Eh/bohr



Record 8
Formula: C4H6N2O
Source: OMol25
Level of theory: the ωB97M-V functional and the def2-TZVPD basis

Geometry as XYZ:
```
13
C4H6N2O | OMol25 | the ωB97M-V functional and the def2-TZVPD basis
N 1.937 0.769 -0.175
C 0.577 0.391 -0.120
C 0.020 -0.860 -0.193
O 0.715 -2.034 -0.016
C -1.391 -0.744 -0.204
C -1.667 0.591 -0.100
N -0.470 1.277 -0.058
H 2.472 -0.069 -0.385
H 2.287 1.156 0.697
H 0.590 -2.276 0.909
H -2.081 -1.578 -0.223
H -2.617 1.100 -0.073
H -0.371 2.277 -0.059
```

Summary:
ΔE to the lowest compared entry with this formula, charge and spin = 25.4 kcal/mol
orbital gap = 0.3092 Eh
structure (SMILES) = Nc1[nH]ccc1O
charge = 0
molecular weight = 98.10 u
max |F| = 0.0111 Eh/bohr



Record 9
Formula: C4H6N2
Source: OMol25
Level of theory: the ωB97M-V functional and the def2-TZVPD basis

Geometry as XYZ:
```
12
C4H6N2 | OMol25 | the ωB97M-V functional and the def2-TZVPD basis
C 0.673 -0.794 1.593
C 0.087 -0.275 0.322
C -0.625 0.930 0.068
C -0.775 0.967 -1.294
N -0.218 -0.177 -1.773
N 0.333 -0.925 -0.799
H 1.223 -1.709 1.359
H 1.380 -0.064 2.001
H -0.079 -1.013 2.356
H -0.957 1.670 0.783
H -1.253 1.691 -1.940
H 0.209 -0.301 -2.675
```

Summary:
ΔE to the lowest compared entry with this formula, charge and spin = 13.4 kcal/mol
orbital gap = 0.3854 Eh
structure (SMILES) = Cc1cc[nH]n1
charge = 0
molecular weight = 82.11 u
max |F| = 0.0104 Eh/bohr